Model 1:
ORCA calculation (ωB97M-V/def2-TZVPD) on 11 unconnected molecules or ions with the total composition C33H88O33S11.

Summary:
- SMILES string: CCOS(C)(=O)=O.CCOS(C)(=O)=O.CCOS(C)(=O)=O.CCOS(C)(=O)=O.CCOS(C)(=O)=O.CCOS(C)(=O)=O.CCOS(C)(=O)=O.CCOS(C)(=O)=O.CCOS(C)(=O)=O.CCOS(C)(=O)=O.CCOS(C)(=O)=O
- Orbital gap: 0.390 Ha
- LUMO: 0.067 eV

The geometry in ORCA input format:
```
! wB97M-V def2-TZVPD RIJCOSX def2/J DEFGRID3
* xyz 0 1
C -1.079 4.425 -3.682
H 3.193 -0.150 3.755
H 3.440 3.723 1.300
O 8.895 2.515 1.247
O 0.518 5.254 4.305
H 0.326 1.816 3.518
H -3.035 0.185 1.901
O 7.472 -2.248 0.511
H -3.793 2.310 -1.369
H 3.860 2.556 -0.013
O -8.064 2.334 1.911
O 1.282 -0.849 -3.581
H 5.277 3.499 2.504
C -1.627 -10.816 -1.881
H -5.522 -6.834 1.806
H 5.187 -1.259 -3.286
H 2.391 -5.356 -5.126
H -3.471 2.388 -3.060
H -2.173 -6.756 -0.672
H 3.827 2.107 6.435
H -0.850 -3.024 -1.867
O 1.618 -3.270 -3.453
O -3.633 -4.135 -0.495
H 4.802 1.831 2.185
S 6.063 -1.417 4.652
O -5.439 2.759 -2.633
H -0.106 -9.370 -1.301
H -6.235 4.616 -4.176
H 1.333 1.085 0.896
H -7.749 -6.012 2.781
H -4.072 9.091 -2.331
H -7.072 4.541 3.334
O -1.476 8.658 -3.706
C -6.666 4.897 -3.217
S -5.658 4.166 -1.960
C -4.412 0.571 -2.542
H -0.505 -0.703 1.863
H 1.288 2.252 -0.429
O 5.138 -2.067 3.556
C 5.149 -0.035 -1.440
O -1.191 8.294 -1.292
O -1.877 6.449 -2.701
H 4.230 -1.895 -1.971
O 2.400 3.757 3.893
H 6.942 5.256 2.128
H -4.496 0.358 -3.607
C 4.237 3.297 0.688
O -1.568 -8.571 -2.584
H 3.562 4.217 5.617
H 3.166 0.205 1.993
S -1.878 8.011 -2.499
S -4.953 -3.989 0.040
H -2.699 -10.940 -1.729
H -3.762 2.497 1.114
C 4.539 -0.973 -2.463
S 1.075 -1.987 -2.738
H 4.321 0.475 -0.945
H -7.920 -6.343 1.052
H -6.971 -3.324 -0.826
O -1.244 1.683 1.108
H -0.846 3.682 -2.926
H 8.141 0.751 -1.224
H 0.112 5.837 -2.646
H -0.993 -2.738 -3.643
H -4.708 -0.348 1.835
O 5.441 -0.251 5.214
C 7.566 4.778 1.378
H 0.272 2.460 5.152
C -0.647 -2.345 -2.691
H -1.607 -9.074 -0.556
O -5.560 -5.441 0.269
O -4.414 4.858 -1.821
C -4.217 2.046 -2.337
H -7.807 -4.725 1.631
H -3.059 -6.149 -2.067
C -3.622 8.109 -2.276
H 7.685 -1.676 2.982
O -6.501 3.966 -0.828
C 3.397 -0.538 2.762
O 6.489 2.405 1.178
C 1.488 -3.392 -4.894
O -1.330 -6.704 -4.023
C -4.377 1.809 1.690
H -6.071 -4.395 -1.974
C -0.739 5.854 -3.336
S -6.775 2.399 2.501
H 4.576 -1.825 1.555
H 2.593 -1.269 2.592
H 1.064 -4.981 -6.255
H 5.816 0.740 -1.821
S 7.749 3.071 1.867
O 6.451 -2.472 5.522
C 7.491 -0.903 3.722
H 2.304 -2.855 -5.371
H 9.301 -0.373 -0.607
O 0.845 4.112 2.118
C -6.023 -3.534 -1.312
O 7.257 -1.911 -1.924
H -6.157 4.577 1.803
H -1.373 -2.916 1.929
O -6.502 1.684 3.702
H 4.667 4.117 0.112
C -1.179 -9.429 -1.501
O 5.817 -0.713 -0.343
O -5.187 -3.109 1.137
H -1.161 -3.188 0.240
H 7.088 4.804 0.405
C 4.705 -1.245 2.462
H 1.915 3.718 5.911
H -1.183 -1.427 -2.451
C 1.012 1.238 -0.130
O 0.330 -7.030 -2.217
O -1.303 1.705 -1.349
C 2.772 3.561 5.252
H -1.605 -5.238 -1.478
C 1.419 -4.873 -5.235
H -3.836 0.249 0.350
H 5.512 -0.545 2.234
H 2.475 1.385 5.510
C 5.184 2.739 1.728
O -0.977 -0.347 -0.156
H 0.540 -2.934 -5.186
H 1.439 0.541 -0.845
H -5.347 4.035 3.336
H 8.274 -0.861 4.477
H -2.101 4.343 -4.053
H -4.005 7.408 -3.015
H -0.422 6.442 -4.198
H -7.641 4.462 -3.031
C -3.999 0.365 1.423
H -5.425 -5.187 2.343
H -5.560 -2.708 -1.844
H -3.828 7.610 -1.329
H -5.347 0.247 -2.078
C 3.264 2.137 5.503
H -6.621 5.979 -3.142
C -0.502 -1.189 0.884
H -1.186 -11.576 -1.231
H 8.562 5.211 1.396
S -1.006 -7.102 -2.694
S -0.738 1.225 -0.138
H 3.634 -0.473 -2.804
O 7.586 3.018 3.287
C 0.049 2.684 4.110
H -3.578 0.042 -2.084
H 3.972 1.809 4.739
H 0.518 -1.508 0.667
H -1.332 -11.059 -2.898
O -5.781 1.956 1.372
H 7.365 0.091 3.303
H -1.022 2.863 4.032
O 1.580 -2.008 -1.409
C -5.916 -5.839 1.617
C -1.386 -2.407 0.959
C -2.081 -6.203 -1.604
H 8.174 0.381 0.548
S 7.224 -1.396 -0.604
H -2.433 -2.095 0.951
H -4.244 2.038 2.750
C -7.399 -5.725 1.789
H -0.482 4.076 -4.535
C -6.268 4.079 2.763
C 8.285 -0.004 -0.456
H 0.792 -5.332 -4.473
S 0.887 4.122 3.538
*
```

***

Model 2:
ORCA calculation (ωB97M-V/def2-TZVPD) on 11 unconnected molecules or ions with the total composition C33H88O33S11.

Summary:
- SMILES string: CCOS(C)(=O)=O.CCOS(C)(=O)=O.CCOS(C)(=O)=O.CCOS(C)(=O)=O.CCOS(C)(=O)=O.CCOS(C)(=O)=O.CCOS(C)(=O)=O.CCOS(C)(=O)=O.CCOS(C)(=O)=O.CCOS(C)(=O)=O.CCOS(C)(=O)=O
- Orbital gap: 0.384 Ha
- LUMO: -0.049 eV

The geometry in ORCA input format:
```
! wB97M-V def2-TZVPD RIJCOSX def2/J DEFGRID3
* xyz 0 1
H -5.512 0.635 -5.243
H 1.554 -2.039 -0.022
H 3.055 1.791 7.387
C 2.104 -1.394 -2.840
C 4.168 2.570 0.482
H 1.105 2.475 2.768
H 5.098 2.009 0.574
H -4.761 -1.486 -2.460
C -0.115 4.226 2.797
H 1.081 -2.646 5.025
H -0.715 3.839 1.974
H 0.155 2.528 4.254
H 2.970 -0.930 -2.370
O -3.262 5.449 -4.545
H -2.729 3.407 0.072
O 3.665 -2.674 -7.044
C 0.642 -1.900 0.559
H -5.128 -0.947 1.485
H -2.875 -2.853 -1.435
H -5.517 4.615 -0.416
H 0.937 0.965 -0.815
O -4.149 -1.122 -6.793
O 0.612 4.815 -0.134
O -3.369 8.189 0.250
S -1.053 0.120 0.425
O 2.333 -0.525 -7.431
O 0.334 -4.332 -2.180
H -0.754 7.437 2.070
H 3.712 6.095 2.732
H -4.234 2.476 0.073
H 3.116 -6.438 -2.856
O -5.932 -4.020 2.343
C -1.374 5.168 -2.640
H -3.980 1.650 -5.549
H 5.175 -3.580 6.266
S 1.889 -5.680 4.432
O -5.368 -3.127 0.017
C -4.580 -1.674 2.085
H 1.092 -7.969 4.201
O 6.470 4.446 4.075
C 1.068 -2.721 -6.630
H -0.697 4.726 3.572
H 2.505 -5.676 -1.298
O 1.881 6.727 0.733
H 0.873 -7.939 -3.879
H 3.804 2.364 -0.525
H 4.532 4.753 0.062
C -0.917 6.573 -5.768
O -4.284 -1.701 -4.410
C 1.526 -0.604 4.830
C 4.293 -5.464 5.541
O -3.554 -4.024 1.507
S -4.410 7.244 -0.290
S 0.868 -5.465 -2.946
H -0.042 7.865 -7.358
H -3.106 -6.602 2.220
C 5.092 -4.636 6.526
H 1.787 0.210 -4.348
O 0.773 -5.479 -4.417
H 2.264 -2.472 -2.798
H 1.190 -3.611 -6.013
S -5.042 -3.277 1.427
O -2.146 3.212 -4.336
C -1.313 -7.718 -4.094
C 4.269 4.091 0.888
H 2.720 -2.376 4.162
H -1.906 6.856 -6.129
H -3.697 7.842 -2.548
O 4.365 -0.840 5.327
H -1.685 -5.859 1.782
H -2.267 -7.690 -3.568
H -2.440 -3.780 3.173
H -0.608 4.416 -2.450
H 4.683 1.497 6.710
C 0.028 6.869 -6.920
O -0.974 0.163 1.904
H 1.061 6.886 -6.572
C -4.463 0.829 -5.018
H -4.100 1.071 -4.019
O 3.875 -1.010 7.838
H 1.442 -7.649 5.864
H -3.974 -4.495 3.520
S -3.601 -0.760 -5.489
O 5.315 4.152 1.850
S 3.579 -0.470 6.525
S 0.773 5.852 0.913
S -2.092 4.679 -4.295
C -3.211 -2.968 -2.466
H 3.411 2.068 1.085
C 4.237 5.853 3.656
O -0.892 5.238 -5.308
H 0.979 -1.215 1.336
H 0.235 -2.052 -6.414
C -3.730 3.342 -0.356
O -3.675 5.734 -0.189
H 6.103 -5.025 6.644
C 0.224 -3.408 0.891
H -0.025 -8.910 -2.822
C 1.688 -2.066 4.331
C -3.863 -1.671 -3.049
H -5.569 7.640 -2.405
H -4.634 -1.609 3.171
C -3.157 -4.509 2.798
O 2.010 -0.567 6.170
H 1.076 -3.961 1.287
C 2.655 -5.577 -2.373
H -3.942 -3.772 -2.552
H 1.093 -3.158 -7.629
C -2.419 -5.840 2.588
C 1.816 -7.482 4.854
H -1.389 -8.423 -4.922
H 4.643 -5.475 4.509
C -0.865 6.749 1.232
H -1.270 -6.758 -4.610
O 2.767 -1.392 -5.032
O 0.557 -5.156 4.494
O -2.349 0.216 -0.249
H -3.187 -0.835 -2.868
C 1.771 -0.867 -4.184
C -0.021 -7.910 -3.256
H 5.081 6.527 3.802
H 1.484 3.595 4.085
O -0.472 -1.317 -0.155
H 2.787 -7.968 4.955
H -0.296 2.288 -0.585
C -4.563 7.355 -2.099
H -1.616 5.966 1.339
O 4.263 3.201 4.019
H -1.920 -6.169 3.499
H -0.554 -3.265 1.641
C 0.221 1.437 -0.142
H 0.462 -0.368 4.833
H 2.001 0.106 4.153
O 0.303 -6.866 -2.266
H 0.894 1.671 0.684
H 3.316 1.908 5.667
H 3.609 5.756 4.542
H 3.401 4.445 1.443
H -2.311 -3.206 -3.033
C 3.613 1.354 6.558
H -0.949 6.171 -2.641
H -4.665 6.297 -2.340
H 3.230 -4.660 -2.502
H -3.609 3.249 -1.435
O 0.901 5.112 2.366
H 1.200 -1.135 -2.288
H -0.343 -3.866 0.082
H -0.087 6.176 -7.753
O 2.607 -5.614 3.092
O -2.154 -0.731 -5.239
O -5.770 7.203 0.202
H -3.548 -1.458 1.805
S 5.122 4.267 3.499
C -4.523 4.597 0.031
O 2.939 -5.044 5.609
H 0.810 -1.350 -4.360
H 1.232 -2.187 3.348
H -1.114 7.255 0.299
H 4.700 -4.781 7.533
H 4.398 -6.507 5.837
H -0.609 7.133 -4.884
H -2.131 5.046 -1.865
H -4.778 4.625 1.090
C 0.673 3.140 3.516
S 2.591 -1.747 -6.636
*
```

***

Result of the stability comparison: model 1 is the most stable of them.

***

Model 1:
ORCA calculation (ωB97M-V/def2-TZVPD) on CH6N4S in the gas phase.

Summary:
- SMILES string: NNC(=S)NN
- Orbital gap: 0.332 Ha
- LUMO: 0.643 eV

The geometry in ORCA input format:
```
! wB97M-V def2-TZVPD RIJCOSX def2/J DEFGRID3
* xyz 0 1
N -0.409 0.877 0.732
N 1.019 -1.555 1.111
H -1.103 1.600 0.515
H 1.480 1.438 1.077
H 0.869 -1.588 -0.919
H 0.727 0.751 2.368
N 0.611 1.371 1.564
H 1.702 -1.057 1.650
H 0.144 -1.635 1.660
N 0.784 -0.929 -0.113
S -1.048 0.123 -1.727
C -0.182 0.028 -0.299
*
```

***

Model 2:
ORCA calculation (ωB97M-V/def2-TZVPD) on a molecular structure, CH6N4S.

Summary:
- Orbital gap: 0.317 Ha
- LUMO: 0.801 eV

The geometry in ORCA input format:
```
! wB97M-V def2-TZVPD RIJCOSX def2/J DEFGRID3
* xyz 0 1
N 1.070 0.662 -0.253
H -1.349 -2.292 -0.002
H -0.635 -1.505 -1.378
H 2.085 2.391 0.332
N -0.839 0.038 0.496
H -3.052 0.418 1.082
N 2.129 1.416 -0.114
H 0.483 -1.832 0.046
S -2.429 0.516 -0.072
C -0.547 -1.743 -0.267
H 3.026 0.990 -0.299
N 0.058 0.941 0.428
*
```

***

Result of the stability comparison: model 1 is the most stable of them.

***

Model 1:
ORCA calculation (ωB97M-V/def2-TZVPD) on C23H27N3O2 in the gas phase.

Summary:
- SMILES string: Cc1cccc(N2CCN(C(=O)c3ccc(N4CCCC4=O)cc3)C[C@H]2C)c1
- Orbital gap: 0.318 Ha
- LUMO: 0.405 eV

The geometry in ORCA input format:
```
! wB97M-V def2-TZVPD RIJCOSX def2/J DEFGRID3
* xyz 0 1
C -0.972 -2.088 -0.617
H -3.410 0.378 3.845
H 3.908 3.339 3.719
H -1.974 -2.656 -2.354
N -0.265 0.694 3.517
C 0.615 -1.486 1.360
C -1.926 -0.815 -4.747
H 0.981 -2.259 3.825
H -0.647 -2.230 4.223
C 0.547 -0.333 4.317
H 1.777 -0.039 4.035
C 2.245 3.434 0.986
H -1.900 -0.426 1.265
H -0.608 1.523 0.744
C 0.525 -0.264 -2.177
C -1.347 -1.785 -1.838
C 0.933 -0.675 -0.969
C -1.658 -0.812 2.305
H -0.176 -1.678 -6.718
C -2.345 0.296 4.379
H 1.016 0.532 -2.799
H -2.431 -1.329 2.396
C 3.865 3.505 2.745
C -0.386 -1.019 -2.740
H -2.412 -1.366 -6.787
H 0.355 0.936 -4.969
H -1.804 1.448 2.435
C 0.489 1.911 1.145
H 4.097 4.570 2.322
H -1.572 -2.648 0.015
H -2.232 1.347 4.707
C 2.622 2.890 2.097
C 0.108 -0.250 -5.086
H 0.837 2.859 -0.504
O 1.876 -1.779 1.469
N -0.171 -1.585 2.274
C -0.489 -0.499 -6.476
N -0.833 -0.806 -4.193
H 2.973 3.742 0.342
C -1.988 -0.434 -6.077
O -3.129 -1.452 -4.086
C 1.761 2.004 2.907
C 0.209 -1.280 -0.084
H -2.540 0.321 -6.225
H 1.800 -0.047 -0.447
C 1.108 2.814 0.476
H 1.182 -0.634 -4.912
H -0.042 0.084 -7.183
C -1.470 0.553 3.097
C 0.064 -1.668 3.660
H 4.697 2.918 2.356
H 2.133 1.860 4.039
H -2.131 -0.511 4.689
H 0.208 -0.201 5.230
C 0.670 1.571 2.476
*
```

***

Model 2:
ORCA calculation (ωB97M-V/def2-TZVPD) on 3 unconnected molecules or ions with the total composition C23H27N3O2.

Summary:
- SMILES string: [H]/N=C(\N)NCCCCC1=CC(=O)C=CC1=O.c1ccccc1.c1ccccc1
- Orbital gap: 0.286 Ha
- LUMO: -1.362 eV

The geometry in ORCA input format:
```
! wB97M-V def2-TZVPD RIJCOSX def2/J DEFGRID3
* xyz 0 1
N -3.776 -1.880 5.198
H -4.930 -2.210 2.995
C 1.447 -0.802 -5.734
C -0.474 0.832 0.756
H -6.658 0.133 3.326
C 1.513 0.177 -4.751
H 1.377 -0.519 -6.776
H 1.577 -3.552 -3.765
H 2.354 -0.977 1.555
C -2.826 0.575 1.512
H 8.274 2.949 -1.817
C 7.236 2.705 -1.634
H 4.961 2.623 0.871
C 0.352 -1.638 1.849
H -3.908 0.477 5.527
C -6.128 -0.539 2.652
C 5.373 2.523 -0.125
C 1.601 -0.184 -3.413
C 6.433 2.261 -2.676
C -1.447 0.042 1.228
C 1.623 -1.526 -3.060
C 0.890 0.316 0.528
C 1.558 -2.506 -4.042
H 1.495 1.223 -5.028
C -5.335 0.323 1.649
O -1.846 -2.315 1.410
C 6.706 2.834 -0.358
C 4.567 2.083 -1.167
H -2.879 0.767 2.590
H 1.692 -1.808 -2.016
H 4.474 1.601 -3.254
H -6.002 0.541 0.813
H -0.681 1.865 0.503
N -4.474 0.338 4.695
C -4.027 -0.295 1.124
H -3.889 -1.319 1.445
H -6.880 -1.131 2.131
H 0.592 -2.508 2.445
H 3.528 1.838 -0.985
H 1.422 -2.907 -6.144
H -2.874 -2.048 4.765
H 7.332 3.178 0.456
C -4.522 -0.909 4.452
H -2.930 1.541 1.016
H -4.277 -2.763 5.189
C -1.073 -1.389 1.496
H -5.109 1.279 2.120
O 1.628 0.773 -0.316
C 1.471 -2.143 -5.379
H 6.847 2.155 -3.670
H -4.067 -0.332 0.031
N -5.359 -1.445 3.494
H 1.656 0.575 -2.647
C 5.100 1.951 -2.442
C 1.296 -0.832 1.378
*
```

***

Result of the stability comparison: model 2 is the most stable of them.

***

Model 1:
ORCA calculation (ωB97M-V/def2-TZVPD) on C2H5NO in the gas phase.

Summary:
- Orbital gap (spin up / spin down): 0.290 / 0.292 Ha
- <S²>: 2.01
- LUMO (spin up / spin down): 0.815 / -1.986 eV

The geometry in ORCA input format:
```
! wB97M-V def2-TZVPD RIJCOSX def2/J DEFGRID3
* xyz 0 3
H 1.201 1.072 -0.674
H 1.854 -0.718 -0.563
H 1.017 0.974 0.996
C -1.545 -0.342 0.046
C 0.742 0.533 0.064
H -2.584 -0.187 0.049
H -1.145 -1.328 0.239
O 1.112 -0.796 -0.005
N -0.654 0.792 -0.152
*
```

***

Model 2:
ORCA calculation (ωB97M-V/def2-TZVPD) on a molecular structure, C2H5NO.

Summary:
- Orbital gap (spin up / spin down): 0.242 / 0.298 Ha
- <S²>: 2.02
- LUMO (spin up / spin down): 1.039 / -1.927 eV

The geometry in ORCA input format:
```
! wB97M-V def2-TZVPD RIJCOSX def2/J DEFGRID3
* xyz 0 3
N -0.507 -0.492 -0.222
O -1.699 -0.472 -0.465
H 0.854 1.587 -0.518
C 0.055 1.302 0.164
H 0.327 1.064 1.189
H -0.965 1.830 0.103
H 1.390 -1.029 0.124
C 0.431 -1.377 -0.143
H 0.114 -2.412 -0.231
*
```

***

Model 3:
ORCA calculation (ωB97M-V/def2-TZVPD) on 2 unconnected molecules or ions with the total composition C2H5NO.

Summary:
- Orbital gap (spin up / spin down): 0.230 / 0.363 Ha
- <S²>: 2.01
- LUMO (spin up / spin down): 0.700 / -1.503 eV

The geometry in ORCA input format:
```
! wB97M-V def2-TZVPD RIJCOSX def2/J DEFGRID3
* xyz 0 3
H 1.276 -1.168 0.088
H -1.848 -0.616 1.155
H 0.951 0.090 -1.112
H -1.109 0.173 -1.427
N -2.137 -0.198 0.224
O 1.614 0.630 0.764
C -0.989 -0.130 -0.403
H 1.073 1.415 0.843
C 1.168 -0.196 -0.131
*
```

***

Result of the stability comparison: model 1 is the most stable of them.